C31H29Cl2N2O4PSn as an isolated structure, computed with ωB97M-V/def2-TZVPD.

Max |F| = 0.0144 Eh/bohr
M = 714.2 g/mol
Net charge = +2
Energy relative to the best compared isomer or geometry (same formula, charge and spin) = 352.36 kJ/mol
Kohn-Sham gap = 0.2412 Eh
Multiplicity = 1
LUMO energy = -6.87 eV
HOMO = -13.434 eV

```
70
Properties=species:S:1:pos:R:3:forces:R:3
Sn 0.638361 -0.197664 0.287464 0.32 -0.17 0.45
Cl -2.222430 -1.909215 -0.963087 -0.14 0.03 -0.12
Cl -2.512866 -2.775470 1.828881 -0.01 0.05 -0.11
P -2.006833 1.524354 -0.005168 -0.30 0.24 -0.15
O 1.080756 1.941472 -0.421006 0.10 0.13 -0.23
O 0.348118 3.067312 -1.047816 0.03 -0.44 0.24
O 4.353415 -6.564700 0.817391 -0.04 0.08 -0.17
O 7.690005 -1.693943 -0.310101 0.04 0.04 0.01
N 1.508813 -2.556983 0.045138 0.10 0.00 -0.09
N 3.013932 -0.349341 0.235518 -0.39 0.60 -0.20
C -2.388647 4.114737 1.202369 0.06 0.08 0.09
C 3.411661 -3.990628 0.008108 0.15 -0.10 0.09
C 3.672940 -1.507062 0.087256 0.04 -0.04 0.02
C -1.609042 3.275204 0.412184 -0.08 -0.35 0.00
C 3.710075 0.799215 0.258206 0.03 0.15 0.11
C -3.292511 1.076396 1.194905 0.08 0.01 0.02
C -3.837553 0.730528 3.521878 0.02 -0.01 0.03
C -3.931683 2.217459 -4.134603 0.03 -0.04 -0.01
C -5.110590 0.306349 3.157320 0.04 0.01 0.01
C 5.775998 -0.350249 0.006539 -0.04 -0.10 -0.01
C 5.050396 -1.535124 -0.015356 0.14 -0.06 -0.03
C 2.845756 -2.733287 0.042566 -0.05 -0.09 -0.07
C 5.080153 0.843786 0.140718 -0.05 0.08 0.04
C 7.269513 -0.367053 -0.105286 0.00 -0.10 0.04
C -0.065117 5.136769 0.053879 0.32 0.02 -0.17
C 1.232027 -4.936108 -0.011236 -0.01 -0.05 -0.06
C 0.736737 -3.646274 0.033122 -0.05 0.10 0.01
C -2.203682 1.281716 -2.758276 -0.07 0.09 0.10
C -0.858972 5.950371 0.844418 -0.11 0.09 0.11
C -2.019498 5.440290 1.411167 0.00 -0.08 -0.02
C 2.603128 -5.121869 -0.030554 0.04 -0.05 0.08
C -0.471250 3.838494 -0.137961 -0.03 0.11 0.08
C -3.967731 2.582843 -1.753208 0.00 0.07 -0.09
C -5.465697 0.246968 1.817805 -0.02 -0.07 -0.05
C -4.528887 2.772250 -3.006344 -0.04 0.04 0.04
C -2.925836 1.095149 2.544648 -0.07 -0.01 -0.11
C -4.561926 0.633825 0.834348 0.00 0.03 -0.05
C -2.807444 1.818571 -1.618412 0.04 -0.13 0.04
C -2.761547 1.483464 -4.015217 0.03 0.01 -0.06
C 3.250808 -6.487516 -0.064176 0.08 0.01 0.10
C -3.177101 -2.876464 0.191798 0.13 0.08 0.31
H -4.852201 0.608962 -0.209782 -0.02 -0.04 0.05
H 5.588679 1.801017 0.158677 -0.02 -0.08 0.01
H -3.557822 0.778325 4.567617 -0.01 -0.03 -0.06
H 4.483648 -4.135244 0.040913 -0.07 0.06 -0.01
H -1.927885 1.413431 2.826332 0.00 0.05 0.07
H -2.649155 6.078064 2.018009 0.03 -0.02 -0.01
H -0.572964 6.981229 1.008484 -0.02 -0.05 0.00
H 7.680575 0.053905 0.817780 0.04 0.02 0.05
H -4.181535 -2.482520 0.207944 -0.12 0.11 -0.05
H -5.434843 3.358482 -3.108983 0.06 -0.04 0.01
H 2.509792 -7.266259 0.121325 -0.03 -0.02 0.05
H -0.324759 -3.474730 0.079180 -0.14 0.04 -0.05
H 8.651187 -1.728280 -0.340268 0.00 -0.01 0.00
H -4.380744 2.357624 -5.110011 0.02 0.03 0.05
H 5.592798 -2.462513 -0.124880 -0.06 0.06 -0.02
H -3.156655 -3.907035 -0.128842 0.03 -0.11 -0.10
H -2.290738 1.059877 -4.894523 -0.03 0.03 0.06
H -5.824819 0.023788 3.919497 0.01 -0.01 -0.01
H 0.840170 5.502415 -0.417011 -0.07 -0.03 0.03
H 0.548731 -5.776895 -0.027393 0.03 0.06 0.03
H -6.454112 -0.096833 1.534565 0.05 0.06 0.01
H -0.217682 2.663950 -1.737624 -0.06 -0.10 -0.10
H 4.047923 -6.728307 1.714481 -0.05 -0.04 0.04
H 7.566725 0.289096 -0.927318 0.02 0.05 -0.08
H -3.289802 3.728975 1.661928 0.01 -0.01 -0.02
H 3.133339 1.709308 0.375126 0.06 -0.07 -0.04
H -4.427034 3.034115 -0.879986 0.00 -0.04 -0.05
H -1.298247 0.690395 -2.660948 0.01 -0.12 -0.01
H 3.651700 -6.652913 -1.064128 0.00 -0.03 -0.07
```
Forces are in eV/Å.

---

C38H40As2F5N3STl as an isolated structure, computed with ωB97M-V/def2-TZVPD.

Max |F| = 0.0099 Eh/bohr
M = 1020.0 g/mol
Net charge = +3
Energy relative to the best compared isomer or geometry (same formula, charge and spin) = 20.15 kJ/mol
Kohn-Sham gap = 0.2587 Eh
Multiplicity = 1
LUMO energy = -8.40 eV
HOMO = -15.438 eV

```
90
Properties=species:S:1:pos:R:3:forces:R:3
Tl -0.047513 -0.404566 0.362596 -0.17 0.40 0.26
As -0.812683 1.856133 -1.127722 0.16 -0.14 -0.27
As 2.043915 -0.312196 -1.216191 0.01 -0.12 0.01
S -1.096353 0.388132 2.452468 -0.04 -0.05 0.05
F 1.048655 4.541226 4.450126 -0.01 0.03 0.00
F 3.227657 3.173255 5.292397 0.01 0.01 0.02
F 3.432813 0.508952 4.816969 -0.01 -0.01 -0.01
F -0.919612 3.269852 3.135181 -0.01 0.04 -0.03
F 1.465194 -0.780218 3.509233 0.01 -0.01 -0.07
N -1.686330 -1.632570 -0.978763 -0.08 0.04 0.00
N -4.419460 -4.182521 1.824850 0.00 0.04 0.00
N -0.035878 -2.693048 1.529268 0.22 -0.11 -0.08
C 0.975937 3.393355 0.463121 -0.03 0.06 0.00
C -1.193253 -3.618114 1.536885 -0.02 0.07 0.05
C 1.792014 1.297945 -2.303818 0.01 -0.04 0.00
C -0.387489 5.799450 0.199723 -0.03 0.00 -0.01
C -0.206909 3.456968 -0.273105 0.02 0.00 0.04
C -3.613567 -2.190167 0.496995 0.01 -0.02 -0.03
C 0.221509 1.217779 3.277675 0.04 -0.01 0.04
C 2.816722 -2.950640 -1.974511 -0.02 0.00 -0.01
C 0.801860 5.745185 0.912496 0.00 0.00 0.01
C -2.568656 2.127830 -1.831636 -0.10 0.07 0.10
C 3.747620 -0.172202 -0.382290 0.03 0.03 0.07
C 5.143065 -0.292084 1.564933 -0.02 0.00 0.00
C 4.843690 0.172914 -1.171999 -0.01 -0.01 0.00
C -1.694080 -3.854723 0.112843 0.01 -0.04 0.01
C -4.926993 2.241815 -1.361485 0.02 -0.01 0.00
C -3.628212 2.019080 -0.928002 -0.03 0.01 -0.03
C -4.113170 2.664583 -3.590185 0.00 0.00 0.00
C -2.552614 -2.742370 -0.484626 0.02 0.02 0.05
C 3.888755 -0.405465 0.982409 0.01 0.03 -0.05
C 1.141934 3.242748 4.227327 -0.03 0.00 0.02
C -5.166854 2.561554 -2.692436 -0.01 0.00 -0.01
C 6.237711 0.053261 0.784206 0.01 0.00 0.02
C 2.259088 2.545587 4.661570 -0.01 0.01 -0.02
C -2.274006 -3.032886 2.476705 0.00 -0.05 0.01
C 1.155859 -1.947391 -3.425646 0.01 -0.03 0.01
C 1.343847 0.543694 3.744172 -0.03 -0.04 -0.05
C 2.780665 -4.104666 -2.745327 0.00 -0.01 -0.01
C 0.362862 1.682356 -2.691205 -0.04 0.02 0.06
C -0.897402 4.655786 -0.401303 0.03 0.03 0.00
C 1.939181 -4.182229 -3.847578 0.01 -0.01 0.00
C 1.486340 4.543484 1.044812 0.01 -0.01 0.00
C 6.091076 0.284191 -0.578360 0.00 0.00 0.00
C -2.808849 2.453276 -3.163139 0.01 -0.04 -0.02
C 2.003234 -1.874953 -2.320182 0.01 0.02 -0.06
C 0.135372 2.579538 3.543367 0.03 0.00 0.00
C 2.362748 1.182152 4.416740 0.04 0.01 0.00
C -3.655454 -2.855063 1.870363 0.00 -0.01 -0.03
C 1.129412 -3.106267 -4.190089 -0.01 0.02 0.01
H -4.492275 -4.586375 2.762988 0.00 0.00 0.01
H -3.411828 -1.133415 0.694083 0.04 0.01 0.04
H 3.497557 -2.881612 -1.133833 0.01 0.00 0.00
H -3.070521 -3.156965 -1.351749 -0.01 0.00 0.00
H 1.929822 -5.076956 -4.455666 0.00 0.00 0.00
H -0.870459 -4.584550 1.930065 0.00 0.00 0.03
H 4.739283 0.350303 -2.235820 0.00 -0.01 -0.01
H 0.808605 -3.192705 1.257422 -0.06 -0.07 -0.04
H -4.262157 -2.246830 2.540368 0.00 0.01 0.00
H 3.033695 -0.672897 1.590854 -0.05 -0.02 0.06
H -1.821819 4.706366 -0.963682 0.00 -0.01 0.00
H -0.920442 6.736193 0.106505 0.01 -0.01 0.00
H 0.395887 2.636338 -3.218931 -0.01 0.01 0.00
H -4.304362 2.925208 -4.622490 0.00 0.00 0.00
H 0.551449 -1.099523 -3.726623 0.00 0.01 0.00
H 3.426416 -4.936362 -2.496786 0.00 0.00 0.00
H -3.436229 1.806543 0.119913 0.01 0.00 0.00
H -2.275182 -0.874556 -1.326942 -0.03 -0.05 -0.08
H -1.163573 -1.975435 -1.786397 0.02 0.03 0.02
H 1.196076 6.641717 1.371825 0.00 0.00 0.00
H -5.749370 2.186958 -0.660267 0.00 0.00 -0.01
H 5.264263 -0.470142 2.624933 0.00 0.00 0.01
H 2.407310 1.149228 -3.193273 0.00 -0.02 -0.01
H 2.260246 2.086826 -1.713065 0.01 0.02 0.00
H -5.373429 -4.047006 1.479633 -0.01 0.00 -0.01
H 0.497257 -3.159241 -5.066646 0.00 0.00 0.00
H -1.972452 -2.024770 2.774516 -0.02 -0.05 0.01
H 7.214411 0.143899 1.240496 0.00 0.00 0.00
H 6.949567 0.551783 -1.179385 -0.01 0.00 0.00
H -0.090317 0.952785 -3.362946 0.00 -0.01 -0.02
H -3.971852 -4.878915 1.227115 0.02 -0.02 -0.02
H 2.412390 4.505793 1.604298 0.00 0.00 0.00
H -4.603736 -2.207841 0.035673 0.01 0.02 -0.01
H 1.501700 2.451023 0.601347 0.02 -0.01 0.00
H -2.264291 -4.789256 0.087204 0.00 0.00 -0.01
H -0.844175 -4.054741 -0.546507 0.01 0.01 0.01
H 0.141425 -2.349466 2.471760 0.02 -0.02 0.00
H -6.178791 2.744714 -3.028282 0.01 0.00 0.00
H -1.995377 2.556175 -3.870326 0.00 0.01 0.00
H -2.328080 -3.600033 3.408746 -0.02 -0.03 -0.02
```
Forces are in eV/Å.

---

Q: Number 2 is which compound?
A: C38H40As2F5N3STl